{
  "formula": "C19H42NO3P3Rh",
  "method": "wB97M-V/def2-TZVPD",
  "gap_ha": [0.270, 0.192],
  "lumo_energy_ev": [-7.56, -11.09],
  "total_charge": 3,
  "relative_energy_kj_mol": 0.0,
  "multiplicity": 5,
  "energy_ev": -58862.2784,
  "species": ["Rh", "P", "P", "P", "O", "O", "O", "N", "C", "C", "C", "C", "C", "C", "C", "C", "C", "C", "C", "C", "C", "C", "C", "C", "C", "C", "C", "H", "H", "H", "H", "H", "H", "H", "H", "H", "H", "H", "H", "H", "H", "H", "H", "H", "H", "H", "H", "H", "H", "H", "H", "H", "H", "H", "H", "H", "H", "H", "H", "H", "H", "H", "H", "H", "H", "H", "H", "H", "H"],
  "coordinates": [[0.097, 0.408, -0.205], [-0.930, -2.520, -1.064], [1.329, -0.660, 1.219], [1.274, 2.109, -0.514], [-1.346, 0.859, -1.611], [-1.333, 1.008, 1.455], [-3.079, -0.068, 0.471], [-2.449, 1.894, 3.405], [0.337, -3.673, -1.551], [-2.345, 1.165, -3.706], [-1.212, 0.890, -2.909], [-3.402, 1.338, 2.389], [2.960, 1.703, -0.995], [2.655, -1.707, 0.496], [-2.349, -2.325, -2.112], [2.258, 0.393, 2.381], [-0.009, 0.468, -3.573], [0.530, 3.229, -1.735], [-2.422, 0.584, -4.936], [-1.654, -2.953, 0.533], [0.545, -1.765, 2.448], [1.237, 3.110, 0.999], [-1.344, -0.162, -5.492], [-1.561, 1.583, -7.949], [-0.083, -0.078, -4.865], [-2.602, 2.083, -7.305], [-2.576, 0.676, 1.321], [-1.925, 1.121, 3.838], [-0.919, -3.364, 1.235], [-3.170, 1.657, -3.230], [-2.990, -1.526, -1.713], [-3.985, 2.149, 1.962], [0.933, 4.232, -1.539], [-4.067, 0.628, 2.861], [0.817, -0.472, -5.365], [2.247, 3.505, 1.165], [3.506, 1.184, -0.188], [3.277, -1.111, -0.189], [-2.398, -3.744, 0.332], [2.909, 1.111, 1.867], [0.901, 2.549, 1.883], [-2.953, 2.369, 4.154], [-3.485, 1.447, -7.196], [-2.179, -2.099, 0.989], [-0.566, 3.206, -1.601], [-1.469, -0.644, -6.483], [0.864, -4.067, -0.664], [1.087, -3.172, -2.186], [3.309, -2.081, 1.304], [-2.058, -2.024, -3.120], [3.461, 2.654, -1.232], [0.525, 3.927, 0.830], [-3.304, 0.838, -5.491], [-2.709, 3.118, -6.975], [-1.785, 2.530, 2.938], [2.885, -0.247, 3.024], [-1.638, 0.588, -8.411], [-0.660, 2.154, -8.205], [0.783, 2.884, -2.748], [2.954, 1.058, -1.891], [-0.345, -1.227, -1.290], [0.926, 0.464, -2.965], [-0.160, -4.481, -2.118], [0.727, -2.822, 2.240], [1.544, 0.917, 3.031], [-0.533, -1.593, 2.510], [2.240, -2.572, -0.045], [0.961, -1.579, 3.443], [-2.890, -3.282, -2.141]],
  "forces_ev_per_a": [[-3.550, -1.268, 1.419], [-0.851, 0.602, -0.091], [2.205, -2.887, 2.221], [1.214, 3.716, -0.977], [-0.082, 0.436, -2.840], [0.613, -0.206, -0.995], [0.714, 0.916, 1.311], [-0.366, -0.035, 0.511], [0.231, -0.465, -0.347], [-0.095, -0.659, -0.228], [-0.149, -0.639, 1.640], [-0.221, 0.045, 0.059], [0.505, 0.335, -0.169], [0.281, 0.030, 0.138], [-0.374, -0.438, -0.693], [0.208, 0.271, 0.146], [0.732, -1.002, -0.591], [0.378, 0.127, -0.065], [-0.195, 0.695, 0.584], [0.183, -0.112, 0.478], [-0.211, -0.140, 0.531], [0.184, 0.182, 0.367], [0.056, 0.574, -0.848], [0.580, -0.117, -0.919], [0.503, 0.105, 1.154], [-0.788, 0.157, -0.293], [0.038, -0.942, -1.391], [-0.012, 0.439, -0.240], [-0.283, 0.115, -0.386], [-0.364, 0.217, -0.048], [0.213, -0.271, 0.226], [-0.082, 0.105, 0.043], [-0.208, -0.103, -0.404], [-0.187, -0.080, 0.195], [-0.574, 0.210, 0.356], [-0.296, 0.134, 0.187], [-0.235, 0.324, -0.381], [-0.217, -0.281, 0.146], [0.271, 0.298, -0.133], [-0.214, -0.114, 0.281], [0.246, 0.213, -0.403], [-0.010, 0.230, 0.038], [0.149, 0.461, -0.258], [0.186, -0.269, -0.413], [0.582, 0.170, -0.017], [0.161, 0.254, 0.956], [-0.433, -0.036, -0.415], [-0.404, -0.234, 0.070], [-0.263, 0.093, -0.309], [0.035, -0.190, -0.026], [0.176, -0.376, -0.018], [0.286, -0.103, 0.027], [-0.215, -0.769, -0.115], [0.289, -0.317, 0.037], [-0.203, -0.347, 0.300], [-0.231, 0.133, -0.306], [0.156, 0.397, 0.314], [-0.406, -0.169, 0.270], [-0.099, 0.365, 0.252], [0.048, 0.329, 0.336], [-0.173, -1.037, 0.507], [-0.694, -0.090, -0.759], [0.465, 0.130, 0.301], [0.028, 0.143, -0.081], [0.306, -0.063, -0.184], [0.249, -0.003, -0.014], [0.191, 0.445, 0.210], [0.048, 0.013, -0.125], [-0.026, 0.356, -0.130]],
  "mulliken_charge": [0.391, 1.295, 1.320, 1.091, -0.264, -0.220, -0.537, -0.196, -1.383, -0.818, 0.398, -0.860, -1.329, -1.170, -1.146, -1.348, 0.371, -1.320, -0.494, -1.022, -1.455, -1.220, -0.776, -0.571, -0.701, -0.508, 0.215, 0.321, 0.355, 0.494, 0.315, 0.342, 0.572, 0.389, 0.489, 0.418, 0.363, 0.307, 0.543, 0.310, 0.131, 0.392, 0.377, 0.093, 0.346, 0.581, 0.479, 0.458, 0.457, 0.208, 0.472, 0.480, 0.701, 0.314, 0.244, 0.519, 0.271, 0.289, 0.380, 0.315, -0.184, -0.058, 0.470, 0.413, 0.346, 0.317, 0.125, 0.534, 0.570]
}